Record 1
Computed, not measured: a molecular structure, C20H20Br2IrN3O2, with ωB97M-V/def2-TZVPD.

energy above the lowest of the compared OMol25 structures with the same formula, charge and spin = 0.000 eV
HOMO (alpha / beta) = -6.695 / -7.579 eV
2S+1 = 5
energy = -172551.0506 eV
orbital gap (alpha / beta) = 7.058 / 7.249 eV

Last column: Löwdin charge in e.
Geometry (Å):
Ir -0.39942 -0.05717 -0.51023  1.23
C -1.14572 -4.26121 -1.45534  -0.01
C -0.33530 -3.11162 -0.90522  -0.36
O -0.98768 -2.04448 -0.77383  -0.21
C 1.04150 -3.29081 -0.56566  -0.10
C 1.62431 -4.57960 -0.73367  -0.05
C 2.91078 -4.85223 -0.38359  -0.10
C 3.70140 -3.81875 0.17181  -0.08
C 3.19373 -2.57231 0.35844  -0.02
C 1.84518 -2.23762 0.00064  -0.36
O 1.44972 -1.05118 0.22790  -0.18
H -2.09229 -3.87148 -1.81950  0.08
H -1.34322 -4.99300 -0.67002  0.10
H -0.62759 -4.76794 -2.26670  0.08
H 1.02605 -5.37923 -1.14724  0.10
H 3.32290 -5.84158 -0.52479  0.10
H 4.72684 -4.02760 0.45271  0.10
H 3.78430 -1.77160 0.78350  0.11
Br -3.31121 3.04235 1.30489  0.60
C -3.16542 2.44786 -0.52004  -1.04
Br -3.61938 0.58300 -0.73728  0.59
H -2.13309 2.55886 -0.82832  -0.05
H -3.85647 3.02539 -1.11859  0.00
N -1.08398 1.28699 5.73507  0.12
C -0.97211 0.98016 4.40714  -0.32
C -1.91680 0.17460 3.76414  -0.02
C -1.78052 -0.07000 2.41677  -0.17
N -0.78256 0.41877 1.67947  -0.09
C 0.13034 1.17915 2.29008  -0.14
C 0.07374 1.48851 3.62934  -0.01
H -1.70966 0.74551 6.30371  0.10
H -0.28957 1.68198 6.20512  0.10
H -2.75141 -0.24691 4.30873  0.11
H -2.50664 -0.67857 1.89255  0.09
H 0.92929 1.54915 1.66102  0.10
H 0.83547 2.11757 4.07075  0.11
N 0.07674 1.70350 -0.91810  -0.16
C 0.29798 2.50172 -1.98046  -0.44
C 0.91135 3.76252 -1.80514  -0.04
C 1.12985 4.59883 -2.88018  -0.10
C 0.74669 4.21933 -4.16389  -0.10
C 0.13603 2.98297 -4.35639  -0.10
C -0.08986 2.13700 -3.29028  -0.06
H 1.20726 4.04987 -0.80412  0.10
H 1.60476 5.55905 -2.72228  0.10
H 0.92216 4.87782 -5.00392  0.09
H -0.16514 2.68076 -5.35171  0.10
H -0.56330 1.17168 -3.42727  0.09

Forces on atoms 1 to 2 (eV/Å):
0.097 0.698 -0.242
-0.019 0.005 0.029


Record 2
Computed, not measured: C20H20BrClF2N2O in the gas phase, with ωB97M-V/def2-TZVPD.

energy above the lowest of the compared OMol25 structures with the same formula, charge and spin = 0.159 eV
HOMO = -9.055 eV
SMILES = Cc1ccc(F)cc1CN[C@@H]1C[C@@H](F)CN(C(=O)c2ccc(Br)c(Cl)c2)C1
energy = -114093.1618 eV
orbital gap = 9.507 eV

Last column: Löwdin charge in e.
Geometry (Å):
C 4.67990 -0.23860 -1.77257  -0.04
C 3.78277 -1.42152 -1.52757  -0.23
C 3.63839 -2.40559 -2.49822  -0.04
C 2.82595 -3.51607 -2.30527  -0.01
C 2.16209 -3.63026 -1.10468  -0.28
F 1.37397 -4.70294 -0.88716  0.06
C 2.27518 -2.67523 -0.11386  0.03
C 3.07777 -1.56101 -0.32400  -0.19
C 3.13632 -0.49089 0.73883  -0.16
N 2.44307 0.73325 0.33015  -0.01
C 0.99228 0.60074 0.21644  -0.31
C 0.57521 0.28633 -1.22506  -0.08
C -0.92964 0.31544 -1.40830  -0.28
F -1.47905 -0.80084 -0.75510  -0.02
C -1.54584 1.57629 -0.82746  -0.09
N -1.11900 1.77719 0.54405  -0.02
C -1.82841 1.60418 1.70321  -0.37
O -1.28986 1.78213 2.78464  0.06
C -3.29154 1.22008 1.70283  -0.10
C -3.97532 0.46104 0.75580  -0.03
C -5.33243 0.22330 0.89855  -0.11
C -6.03681 0.75759 1.96541  -0.70
Br -7.88522 0.42235 2.09504  0.76
C -5.36344 1.51648 2.91589  -0.69
Cl -6.18453 2.19796 4.27485  0.67
C -4.00413 1.73983 2.78034  -0.04
C 0.32771 1.90621 0.64772  -0.10
H 5.49442 -0.20453 -1.04484  0.08
H 5.12507 -0.29235 -2.76517  0.07
H 4.12854 0.69701 -1.68064  0.07
H 4.17685 -2.30518 -3.43306  0.11
H 2.71399 -4.28055 -3.06149  0.12
H 1.72325 -2.79922 0.80942  0.13
H 2.71989 -0.90135 1.66908  0.12
H 4.17657 -0.22422 0.93721  0.12
H 2.65999 1.45855 1.00317  0.11
H 0.61530 -0.19138 0.88040  0.16
H 1.02266 1.04090 -1.87962  0.13
H 0.95116 -0.68454 -1.54599  0.11
H -1.19866 0.22038 -2.46286  0.15
H -1.15954 2.41343 -1.42221  0.14
H -2.62372 1.59593 -0.91446  0.12
H -3.45262 -0.02892 -0.04841  0.09
H -5.85361 -0.38990 0.17687  0.10
H -3.47972 2.32011 3.52558  0.12
H 0.58036 2.16547 1.67180  0.12
H 0.65441 2.71292 -0.01933  0.14

Forces on atoms 1 to 2 (eV/Å):
-0.002 -0.002 0.001
-0.008 -0.010 0.008


Record 3
Computed, not measured: a molecular structure, C20H20Cl3N4ORuS at a distorted geometry, with ωB97M-V/def2-TZVPD.

energy above the lowest of the compared OMol25 structures with the same formula, charge and spin = 0.000 eV
HOMO (alpha / beta) = -7.563 / -7.523 eV
2S+1 = 2
energy = -80055.5085 eV
orbital gap (alpha / beta) = 6.460 / 6.232 eV

Last column: Löwdin charge in e.
Geometry (Å):
Ru -0.24479 -0.17047 0.40816  1.04
C -0.34303 -4.46383 0.97674  -0.01
C -0.36269 -3.07036 0.44420  -0.23
N -0.41468 -2.06494 1.27149  -0.10
N -0.53088 -2.25109 2.57867  0.01
C -0.42348 -1.17018 3.30456  -0.80
N -0.52444 -1.27633 4.64376  0.09
S -0.10550 0.44137 2.68225  0.63
C -0.37669 -2.71284 -0.94953  -0.19
C -0.31891 -3.62231 -2.01055  0.00
C -0.45362 -3.17965 -3.30510  -0.05
C -0.67015 -1.82482 -3.54416  -0.03
C -0.67195 -0.96859 -2.46366  -0.10
N -0.50281 -1.38789 -1.21033  -0.05
H 0.22846 -4.47810 1.90199  0.08
H 0.09022 -5.16394 0.26642  0.07
H -1.35773 -4.79057 1.21473  0.10
H -0.94269 -2.11797 5.00734  0.11
H -0.68920 -0.42347 5.14998  0.08
H -0.16356 -4.66956 -1.79389  0.11
H -0.40009 -3.87160 -4.13466  0.11
H -0.83504 -1.45060 -4.54358  0.11
H -0.81288 0.09688 -2.58743  0.12
Cl -4.71270 4.48118 3.55335  0.66
C -4.03563 3.15845 2.66383  -0.69
C -3.08569 3.40583 1.68683  -0.13
C -2.56386 2.33989 0.98730  -0.59
Cl -1.31428 2.56621 -0.18649  0.73
C -2.93154 0.99168 1.21912  -0.55
O -2.42484 0.00453 0.55246  -0.26
C -3.89659 0.81133 2.23777  -0.60
Cl -4.36603 -0.81271 2.59648  0.69
C -4.44061 1.86333 2.94589  -0.14
H -2.75244 4.41368 1.48192  0.11
H -5.16999 1.67931 3.72219  0.10
C 4.63916 1.16796 -1.29567  -0.05
C 3.34879 1.89774 -1.69279  -0.64
C 3.43463 3.37433 -1.27962  -0.05
C 3.12938 1.78189 -3.20908  -0.06
C 2.22303 1.26274 -0.99770  -0.13
C 1.27526 0.76461 -0.41732  -0.23
H 5.49075 1.61913 -1.80859  0.08
H 4.58216 0.11369 -1.56842  0.08
H 4.80002 1.23530 -0.21971  0.09
H 4.26921 3.85911 -1.79101  0.08
H 3.58795 3.45654 -0.20372  0.09
H 2.51405 3.89937 -1.53547  0.08
H 3.96855 2.22758 -3.74806  0.08
H 2.21281 2.29462 -3.50293  0.08
H 3.04457 0.73354 -3.49794  0.08

Forces on atoms 1 to 2 (eV/Å):
-3.345 -0.248 2.197
-0.060 -0.023 -0.169


Record 4
Computed, not measured: a molecular structure, C20H20FN4OPdS3 at a distorted geometry, with ωB97M-V/def2-TZVPD.

energy above the lowest of the compared OMol25 structures with the same formula, charge and spin = 1.342 eV
HOMO (alpha / beta) = -10.625 / -10.624 eV
energy = -67768.7811 eV
orbital gap (alpha / beta) = 6.607 / 6.622 eV
total charge = +1

Last column: Löwdin charge in e.
Geometry (Å):
Pd 0.21690 0.20559 0.59272  0.81
N 2.31071 3.10147 0.70899  0.11
C 2.67904 2.19292 -0.19911  -0.68
N 1.98306 1.12080 -0.45911  0.00
C 2.53069 0.35002 -1.45707  -0.33
C 3.66769 0.86867 -1.99518  -0.33
S 4.09361 2.35650 -1.22412  1.08
C 1.88456 -0.91357 -1.75958  -0.33
C 2.15957 -1.76993 -2.77901  -0.33
S 1.15735 -3.17421 -2.69056  1.08
C 0.43279 -2.52287 -1.24112  -0.68
N 0.89530 -1.35446 -0.90942  0.02
N -0.53306 -3.16275 -0.55396  0.12
H 1.40956 2.97920 1.16694  0.06
H 2.92505 3.84341 0.99552  0.11
H 4.27740 0.47800 -2.78333  0.07
H 2.88213 -1.66631 -3.56028  0.08
H -0.75098 -4.11798 -0.78087  0.11
H -0.69643 -2.85372 0.39474  0.10
F 1.65834 -0.97227 6.53722  0.07
C 1.41340 -0.76216 5.23116  -0.27
C 2.06593 0.27021 4.57957  0.00
C 1.79579 0.49012 3.23536  -0.10
C 0.86268 -0.29467 2.57035  -0.14
C 0.23443 -1.33819 3.23791  -0.11
C 0.51499 -1.58422 4.57551  -0.01
H 2.77694 0.88070 5.11442  0.12
H 2.32262 1.29047 2.72495  0.09
H -0.49306 -1.97558 2.74068  0.09
H 0.04885 -2.40291 5.10098  0.12
C -3.17497 -2.14778 -2.96879  -0.03
C -2.49466 -1.02974 -2.24804  -0.27
C -2.61830 -0.87648 -0.86883  -0.05
C -2.11820 0.25104 -0.21959  -0.15
C -1.47400 1.24189 -0.98299  -0.46
C -1.26391 1.05333 -2.34506  -0.07
C -1.77005 -0.07728 -2.96363  -0.02
S -1.06292 2.84556 -0.21465  0.97
C -2.80989 3.31926 0.07749  -0.20
O -0.52238 2.45257 1.12529  -0.58
H -3.79891 -2.72705 -2.29583  0.08
H -2.45603 -2.81641 -3.43813  0.08
H -3.80373 -1.73619 -3.75678  0.09
H -3.17025 -1.60757 -0.29626  0.12
H -2.37137 0.42121 0.83268  0.12
H -0.74802 1.80979 -2.91878  0.12
H -1.63651 -0.20083 -4.02696  0.13
H -3.32211 2.53841 0.62987  0.06
H -3.28212 3.48311 -0.88410  0.07
H -2.82749 4.24088 0.64878  0.06

Forces on atoms 1 to 2 (eV/Å):
-0.156 -0.698 2.294
-0.135 0.355 0.498


Repeat the second record exactly.
Computed, not measured: C20H20BrClF2N2O in the gas phase, with ωB97M-V/def2-TZVPD.

energy above the lowest of the compared OMol25 structures with the same formula, charge and spin = 0.159 eV
HOMO = -9.055 eV
SMILES = Cc1ccc(F)cc1CN[C@@H]1C[C@@H](F)CN(C(=O)c2ccc(Br)c(Cl)c2)C1
energy = -114093.1618 eV
orbital gap = 9.507 eV

Last column: Löwdin charge in e.
Geometry (Å):
C 4.67990 -0.23860 -1.77257  -0.04
C 3.78277 -1.42152 -1.52757  -0.23
C 3.63839 -2.40559 -2.49822  -0.04
C 2.82595 -3.51607 -2.30527  -0.01
C 2.16209 -3.63026 -1.10468  -0.28
F 1.37397 -4.70294 -0.88716  0.06
C 2.27518 -2.67523 -0.11386  0.03
C 3.07777 -1.56101 -0.32400  -0.19
C 3.13632 -0.49089 0.73883  -0.16
N 2.44307 0.73325 0.33015  -0.01
C 0.99228 0.60074 0.21644  -0.31
C 0.57521 0.28633 -1.22506  -0.08
C -0.92964 0.31544 -1.40830  -0.28
F -1.47905 -0.80084 -0.75510  -0.02
C -1.54584 1.57629 -0.82746  -0.09
N -1.11900 1.77719 0.54405  -0.02
C -1.82841 1.60418 1.70321  -0.37
O -1.28986 1.78213 2.78464  0.06
C -3.29154 1.22008 1.70283  -0.10
C -3.97532 0.46104 0.75580  -0.03
C -5.33243 0.22330 0.89855  -0.11
C -6.03681 0.75759 1.96541  -0.70
Br -7.88522 0.42235 2.09504  0.76
C -5.36344 1.51648 2.91589  -0.69
Cl -6.18453 2.19796 4.27485  0.67
C -4.00413 1.73983 2.78034  -0.04
C 0.32771 1.90621 0.64772  -0.10
H 5.49442 -0.20453 -1.04484  0.08
H 5.12507 -0.29235 -2.76517  0.07
H 4.12854 0.69701 -1.68064  0.07
H 4.17685 -2.30518 -3.43306  0.11
H 2.71399 -4.28055 -3.06149  0.12
H 1.72325 -2.79922 0.80942  0.13
H 2.71989 -0.90135 1.66908  0.12
H 4.17657 -0.22422 0.93721  0.12
H 2.65999 1.45855 1.00317  0.11
H 0.61530 -0.19138 0.88040  0.16
H 1.02266 1.04090 -1.87962  0.13
H 0.95116 -0.68454 -1.54599  0.11
H -1.19866 0.22038 -2.46286  0.15
H -1.15954 2.41343 -1.42221  0.14
H -2.62372 1.59593 -0.91446  0.12
H -3.45262 -0.02892 -0.04841  0.09
H -5.85361 -0.38990 0.17687  0.10
H -3.47972 2.32011 3.52558  0.12
H 0.58036 2.16547 1.67180  0.12
H 0.65441 2.71292 -0.01933  0.14

Forces on atoms 1 to 2 (eV/Å):
-0.002 -0.002 0.001
-0.008 -0.010 0.008